C53H125F24N5O3P6 | wB97M-V/def2-TZVPD

As for the spin multiplicity: 1. For the relative energy (zero: lowest compared OMol25 entry of this formula, charge and spin), the calculation gives 0.6537 eV. As for the HOMO energy: -12.771 eV. The total charge is +2. The calculation puts the LUMO energy at -0.196 Eh. Its gap between HOMO and LUMO is 7.436 eV.

CARTESIAN COORDINATES (ANGSTROEM)
C 3.528 -3.796 4.618
N 2.983 -2.409 4.992
C 3.925 -1.950 6.209
C 2.967 -1.472 3.740
C 1.533 -2.517 5.565
C 0.435 -2.509 4.527
O 0.360 -3.673 3.832
H 2.723 -4.178 3.991
H 3.366 -4.420 5.497
H 4.551 -3.780 4.242
H 4.931 -1.832 5.808
H 3.949 -2.685 7.013
H 3.652 -0.944 6.527
H 2.505 -2.071 2.955
H 3.957 -1.159 3.410
H 2.429 -0.573 4.039
H 1.494 -1.630 6.198
H 1.570 -3.354 6.263
H 0.381 -1.582 3.956
H -0.454 -2.309 5.125
H -0.487 -3.663 3.381
C 0.788 8.068 6.006
N 1.338 7.344 7.202
C 0.682 5.862 7.250
C 2.885 7.106 7.099
C 0.927 8.103 8.491
C 1.466 7.534 9.879
O 2.807 8.131 9.995
H -0.300 8.116 6.065
H 0.892 7.385 5.163
H 1.192 9.080 6.010
H 0.980 5.510 6.263
H -0.377 6.120 7.289
H 1.095 5.296 8.085
H 3.323 6.550 7.927
H 3.346 8.093 7.067
H 3.126 6.622 6.152
H -0.159 8.070 8.401
H 1.392 9.072 8.309
H 1.382 6.458 10.032
H 0.778 7.872 10.654
H 2.923 9.034 9.688
C -0.300 1.309 2.476
N 0.290 2.735 2.422
C -0.801 3.572 1.766
C 0.646 3.057 3.832
C 1.570 2.891 1.528
C 2.866 2.277 1.921
O 2.746 0.953 1.942
H -1.231 1.449 3.026
H 0.408 0.647 2.974
H -0.520 1.114 1.426
H -0.857 3.369 0.696
H -0.671 4.627 2.008
H -1.727 3.268 2.253
H -0.234 3.103 4.474
H 1.088 4.054 3.824
H 1.433 2.395 4.191
H 1.629 3.923 1.182
H 1.374 2.332 0.613
H 3.269 2.575 2.889
H 3.553 2.680 1.178
H 3.673 0.709 2.009
C 4.210 -0.440 -0.982
C 4.419 -0.172 -2.484
N 3.332 -0.652 -3.274
C 3.193 -1.953 -3.794
C 2.045 -1.943 -4.483
N 1.472 -0.688 -4.431
C 2.300 0.159 -3.752
C 0.222 -0.277 -5.029
H 4.698 0.269 -0.313
H 4.658 -1.386 -0.681
H 3.169 -0.482 -0.662
H 5.334 -0.515 -2.967
H 4.399 0.897 -2.693
H 3.773 -2.830 -3.546
H 1.527 -2.804 -4.879
H 2.022 1.174 -3.510
H -0.621 -0.479 -4.369
H 0.050 -0.826 -5.955
H 0.152 0.752 -5.385
C 2.416 -5.646 -6.158
C 2.925 -6.738 -5.227
C 2.410 -6.721 -3.875
C 0.947 -6.901 -3.608
P 0.603 -7.221 -1.785
C 1.573 -8.660 -1.271
C 2.214 -8.709 0.133
C 2.458 -10.053 0.668
C 3.102 -11.039 -0.261
C 1.328 -5.771 -0.823
C 0.477 -4.483 -1.247
C 0.912 -3.322 -0.401
C -0.047 -2.110 -0.528
C -1.194 -7.287 -1.685
C -1.813 -7.229 -0.203
C -1.872 -8.601 0.645
C -2.118 -8.308 2.185
H 2.838 -5.743 -7.158
H 2.577 -4.636 -5.782
H 1.342 -5.702 -6.330
H 3.997 -6.587 -5.357
H 2.708 -7.697 -5.697
H 2.788 -5.775 -3.487
H 3.083 -7.392 -3.341
H 0.533 -7.738 -4.170
H 0.413 -5.955 -3.693
H 2.484 -8.632 -1.869
H 1.056 -9.560 -1.604
H 1.579 -8.344 0.940
H 3.080 -8.055 0.238
H 1.555 -10.517 1.065
H 3.109 -10.018 1.541
H 3.629 -10.619 -1.117
H 2.353 -11.735 -0.639
H 3.736 -11.644 0.388
H 2.383 -5.583 -1.019
H 1.309 -5.996 0.244
H -0.575 -4.706 -1.066
H 0.704 -4.257 -2.288
H 1.914 -3.109 -0.774
H 0.942 -3.544 0.665
H -0.363 -1.752 -1.507
H 0.233 -1.231 0.053
H -0.978 -2.538 -0.156
H -1.585 -8.116 -2.274
H -1.604 -6.406 -2.179
H -2.862 -6.946 -0.295
H -1.431 -6.382 0.367
H -0.964 -9.159 0.415
H -2.707 -9.159 0.222
H -2.338 -9.225 2.731
H -2.846 -7.514 2.350
H -1.198 -7.971 2.662
C -2.463 0.050 -7.996
C -1.895 1.488 -8.068
C -2.888 2.584 -7.638
C -3.200 2.548 -6.137
P -4.977 2.850 -5.738
C -5.619 4.436 -6.487
C -5.583 5.779 -5.724
C -4.198 6.260 -5.545
C -3.612 6.941 -6.814
C -5.100 2.874 -3.953
C -3.912 2.048 -3.289
C -4.080 2.002 -1.753
C -2.973 1.152 -1.185
C -5.920 1.336 -6.253
C -7.407 1.140 -5.810
C -8.027 -0.296 -6.092
C -7.526 -0.925 -7.460
H -1.866 -0.715 -8.492
H -3.331 0.043 -8.656
H -2.737 -0.238 -6.981
H -1.463 1.753 -9.032
H -1.079 1.686 -7.373
H -3.779 2.541 -8.264
H -2.420 3.545 -7.851
H -2.749 3.458 -5.741
H -2.806 1.686 -5.600
H -6.649 4.091 -6.579
H -5.144 4.674 -7.439
H -6.157 5.655 -4.806
H -6.226 6.438 -6.307
H -3.504 5.492 -5.201
H -4.221 6.992 -4.738
H -3.014 6.185 -7.321
H -2.884 7.693 -6.507
H -4.399 7.427 -7.390
H -6.029 2.427 -3.599
H -5.215 3.934 -3.725
H -2.949 2.513 -3.498
H -3.907 1.053 -3.736
H -5.140 1.771 -1.647
H -4.095 3.012 -1.343
H -2.690 1.458 -0.178
H -2.098 1.060 -1.829
H -3.312 0.120 -1.092
H -5.347 0.458 -5.954
H -5.880 1.310 -7.342
H -7.934 1.878 -6.414
H -7.540 1.283 -4.737
H -9.098 -0.414 -5.927
H -7.553 -0.851 -5.282
H -6.460 -1.101 -7.607
H -7.603 -0.390 -8.407
H -8.238 -1.748 -7.516
P 0.366 1.294 7.133
F 1.691 0.911 8.026
F 1.259 0.767 5.821
F -0.182 -0.276 7.439
F -0.930 1.433 6.108
F -0.428 1.839 8.384
F 0.935 2.775 6.954
P -3.551 5.304 4.450
F -2.749 3.883 4.308
F -4.915 4.632 3.791
F -3.996 4.922 5.913
F -4.122 6.747 4.582
F -2.201 5.907 4.996
F -2.983 5.610 2.967
P 6.637 0.217 3.338
F 7.766 0.004 2.141
F 6.729 1.900 3.330
F 5.519 0.334 2.064
F 5.708 0.327 4.679
F 6.564 -1.380 3.471
F 7.866 0.253 4.338
P 3.605 7.017 2.435
F 3.085 6.145 1.110
F 4.627 5.780 2.881
F 4.739 7.478 1.338
F 4.236 8.010 3.566
F 2.649 8.257 2.036
F 2.426 6.449 3.465

Atom charges from the Löwdin analysis, given in e for atoms 1 to 99: 0.007, -0.267, 0.059, 0.028, -0.068, -0.293, -0.034, 0.077, 0.098, 0.112, 0.086, 0.105, 0.102, 0.092, 0.069, 0.082, 0.105, 0.143, 0.108, 0.140, 0.099, 0.008, -0.323, 0.072, 0.037, -0.072, -0.143, -0.088, 0.104, 0.093, 0.116, 0.085, 0.101, 0.094, 0.102, 0.101, 0.094, 0.127, 0.121, 0.116, 0.113, 0.081, 0.029, -0.289, 0.012, -0.002, -0.072, -0.307, -0.057, 0.107, 0.081, 0.079, 0.094, 0.117, 0.082, 0.096, 0.106, 0.090, 0.130, 0.118, 0.146, 0.146, 0.048, -0.034, -0.161, -0.048, 0.018, -0.039, -0.087, 0.082, -0.005, 0.075, 0.083, 0.067, 0.143, 0.131, 0.145, 0.123, 0.175, 0.096, 0.102, 0.096, -0.098, -0.279, -0.306, -0.221, 1.055, -0.255, -0.266, -0.297, -0.100, -0.204, -0.246, -0.261, -0.084, -0.256, -0.202, -0.203, -0.081